{
  "formula": "C2H3FeO3",
  "method": "wB97M-V/def2-TZVPD",
  "lumo_ha": [-0.01488, -0.07616],
  "orbital_gap_ev": [8.74, 7.04],
  "s_squared": 8.768,
  "total_charge": 0,
  "spin_multiplicity": 6,
  "homo_ev": [-9.14, -9.11],
  "symbols": ["O", "C", "C", "O", "Fe", "H", "H", "H", "O"],
  "xyz": [[-0.066, -1.463, 0.610], [-0.586, -0.967, -0.469], [-1.123, 0.444, -0.148], [-0.399, 1.134, 0.816], [1.051, 0.040, 1.259], [-2.186, 0.283, 0.151], [-1.168, 0.961, -1.135], [2.150, -0.394, -1.013], [2.327, -0.038, -0.070]],
  "mulliken_charge": [-0.37, 0.12, 0.14, -0.75, 0.83, 0.29, 0.29, 0.27, -0.81]
}


{
  "formula": "C27H33FN2O5P",
  "method": "wB97M-V/def2-TZVPD",
  "lumo_ha": -0.12431,
  "orbital_gap_ev": 8.03,
  "total_charge": 1,
  "homo_ev": -11.41,
  "symbols": ["C", "C", "C", "O", "N", "C", "P", "O", "N", "C", "C", "C", "C", "O", "C", "C", "C", "F", "C", "C", "H", "H", "H", "H", "H", "H", "H", "H", "H", "H", "H", "H", "H", "H", "H", "H", "H", "H", "H", "H", "H", "H", "H", "H", "H", "C", "C", "C", "C", "C", "C", "C", "O", "C", "C", "C", "C", "C", "C", "C", "O", "H", "H", "H", "H", "H", "H", "H", "H"],
  "xyz": [[5.984, 4.666, 2.839], [6.192, 3.271, 2.220], [4.892, 2.560, 1.878], [5.049, 1.949, 0.563], [4.160, 0.958, 0.309], [4.296, -0.286, 0.764], [5.606, -0.984, 1.839], [6.572, 0.005, 2.331], [3.257, -0.950, 0.244], [2.486, -0.145, -0.538], [1.259, -0.632, -1.219], [0.045, -0.757, -0.276], [-0.182, 0.399, 0.694], [-0.241, -0.128, 2.003], [-0.372, 0.879, 2.986], [3.055, 1.080, -0.509], [2.589, 2.269, -1.298], [2.977, 2.022, -2.624], [3.016, 3.675, -0.877], [1.812, 4.599, -0.651], [6.476, 4.740, 3.808], [6.372, 5.452, 2.194], [4.927, 4.883, 3.005], [6.736, 2.639, 2.920], [6.814, 3.322, 1.326], [4.657, 1.785, 2.608], [4.050, 3.258, 1.849], [4.808, -1.631, 2.794], [6.099, -2.022, 1.036], [3.053, -1.926, 0.413], [1.464, -1.628, -1.621], [1.046, -0.005, -2.086], [0.110, -1.685, 0.295], [-0.837, -0.873, -0.908], [0.622, 1.151, 0.651], [-1.119, 0.920, 0.463], [0.561, 1.446, 3.098], [-0.616, 0.389, 3.926], [-1.168, 1.584, 2.725], [1.494, 2.218, -1.289], [3.635, 3.669, 0.011], [3.608, 4.060, -1.709], [2.098, 5.464, -0.053], [1.401, 4.946, -1.598], [1.013, 4.081, -0.114], [-5.297, -0.404, 1.310], [-6.655, -0.400, 1.008], [-7.150, -1.238, 0.025], [-6.289, -2.080, -0.667], [-4.924, -2.074, -0.376], [-4.434, -1.237, 0.621], [-3.973, -2.945, -1.122], [-2.785, -2.932, -0.863], [-4.524, -3.818, -2.194], [-3.656, -4.615, -2.930], [-4.150, -5.441, -3.925], [-5.515, -5.478, -4.188], [-6.385, -4.684, -3.460], [-5.894, -3.849, -2.465], [-6.851, -2.990, -1.709], [-8.040, -3.027, -1.931], [-4.915, 0.245, 2.088], [-7.327, 0.256, 1.545], [-8.204, -1.254, -0.216], [-3.376, -1.255, 0.849], [-2.597, -4.581, -2.711], [-3.472, -6.060, -4.498], [-5.899, -6.127, -4.963], [-7.448, -4.700, -3.653]],
  "mulliken_charge": [-1.19, -0.52, -0.53, -0.32, 0.13, 0.17, 0.27, -0.48, -0.02, 0.81, -1.48, -0.48, -0.05, -0.48, -0.73, -0.30, 0.31, -0.40, -0.18, -1.40, 0.35, 0.29, 0.38, 0.32, 0.35, 0.59, 0.47, 0.10, 0.12, 0.34, 0.44, 0.49, 0.36, 0.27, 0.02, 0.53, 0.23, 0.28, 0.34, 0.30, -0.27, 0.45, 0.40, 0.36, 0.35, -0.60, -0.51, -0.64, 0.44, 0.19, -0.63, 0.52, -0.70, 0.20, -0.49, -0.53, -0.48, -0.60, 0.18, 0.53, -0.64, 0.42, 0.40, 0.49, 0.68, 0.46, 0.40, 0.41, 0.48]
}


{
  "formula": "C10H34O10",
  "method": "wB97M-V/def2-TZVPD",
  "smiles": "OCCO.OCCO.OCCO.CO.CO.CO.CO",
  "lumo_ha": 0.01795,
  "orbital_gap_ev": 10.10,
  "total_charge": 0,
  "homo_ev": -9.61,
  "symbols": ["O", "C", "C", "O", "H", "H", "H", "H", "H", "H", "O", "C", "C", "O", "H", "H", "H", "H", "H", "H", "O", "C", "C", "O", "H", "H", "H", "H", "H", "H", "C", "O", "H", "H", "H", "H", "C", "O", "H", "H", "H", "H", "C", "O", "H", "H", "H", "H", "C", "O", "H", "H", "H", "H"],
  "xyz": [[1.047, 1.891, -2.582], [0.154, 1.641, -3.652], [-0.589, 0.382, -3.247], [0.371, -0.583, -2.957], [1.899, 2.182, -2.842], [-0.594, 2.509, -3.704], [0.765, 1.473, -4.527], [-1.274, -0.047, -4.029], [-1.288, 0.581, -2.424], [-0.031, -1.094, -2.227], [-2.035, 3.943, 3.354], [-0.732, 3.580, 3.743], [-0.863, 2.333, 4.609], [-1.442, 1.216, 3.899], [-2.008, 4.309, 2.473], [-0.091, 3.351, 2.891], [-0.232, 4.396, 4.257], [-1.443, 2.628, 5.505], [0.127, 2.050, 4.950], [-2.348, 1.443, 3.608], [-1.464, -3.440, -2.848], [-2.120, -2.908, -1.705], [-1.314, -2.646, -0.471], [-0.371, -1.640, -0.719], [-0.786, -2.828, -3.099], [-2.685, -2.028, -1.926], [-2.804, -3.760, -1.376], [-0.788, -3.496, -0.008], [-2.090, -2.343, 0.227], [-0.022, -1.200, 0.103], [2.545, 0.074, -0.260], [2.631, -0.815, -1.356], [3.252, 0.909, -0.284], [1.567, 0.551, -0.088], [2.750, -0.440, 0.667], [1.886, -0.603, -1.969], [-1.123, 3.545, -0.895], [-0.445, 2.456, -0.416], [-1.414, 4.183, -0.045], [-0.516, 4.248, -1.559], [-2.075, 3.364, -1.455], [0.091, 2.110, -1.142], [1.793, -4.482, -0.614], [1.927, -3.288, 0.045], [2.746, -4.923, -1.064], [1.463, -5.219, 0.170], [1.031, -4.495, -1.401], [2.175, -2.587, -0.559], [1.024, -1.320, 2.958], [0.147, -0.610, 2.085], [1.810, -1.638, 2.249], [1.481, -0.694, 3.760], [0.595, -2.277, 3.272], [-0.285, 0.056, 2.623]],
  "mulliken_charge": [-0.48, -0.54, -0.20, -0.62, 0.23, 0.21, 0.46, 0.35, 0.27, 0.27, -0.52, -0.25, -0.48, -0.51, 0.29, 0.20, 0.32, 0.30, 0.35, 0.29, -0.55, -0.71, -0.29, 0.14, 0.37, 0.32, 0.34, 0.35, 0.33, -0.10, -0.33, -0.75, 0.32, -0.10, 0.27, 0.51, -0.58, -0.32, 0.08, 0.28, 0.30, 0.15, -0.69, -0.36, 0.26, 0.22, 0.25, 0.35, -0.56, -0.34, 0.15, 0.29, 0.27, 0.20]
}


{
  "formula": "C32H41As2BeF12N7",
  "method": "wB97M-V/def2-TZVPD",
  "lumo_ha": 0.00437,
  "orbital_gap_ev": 9.67,
  "total_charge": 0,
  "homo_ev": -9.55,
  "symbols": ["Be", "As", "F", "F", "F", "F", "F", "F", "As", "F", "F", "F", "F", "F", "F", "N", "C", "C", "C", "C", "C", "H", "H", "H", "H", "H", "N", "C", "C", "C", "C", "C", "H", "H", "H", "H", "H", "N", "C", "C", "C", "C", "C", "H", "H", "H", "H", "H", "N", "C", "C", "C", "C", "C", "H", "H", "H", "H", "H", "C", "C", "C", "C", "N", "H", "H", "H", "H", "H", "H", "H", "C", "C", "C", "C", "N", "H", "H", "H", "H", "H", "H", "H", "C", "C", "C", "C", "N", "H", "H", "H", "H", "H", "H", "H"],
  "xyz": [[-4.492, -10.708, -5.196], [-7.200, -7.484, -6.153], [-8.538, -8.423, -5.518], [-7.014, -6.741, -4.600], [-5.857, -6.636, -6.839], [-7.381, -8.388, -7.654], [-8.284, -6.258, -6.712], [-6.097, -8.771, -5.631], [-3.441, -12.682, -1.550], [-2.878, -13.303, -0.037], [-2.974, -11.079, -1.061], [-3.985, -12.059, -3.126], [-4.016, -14.237, -2.053], [-5.053, -12.347, -0.939], [-1.861, -12.992, -2.240], [-3.704, -10.580, -7.433], [-4.335, -9.854, -8.350], [-3.888, -9.786, -9.666], [-2.821, -10.568, -10.056], [-2.262, -11.433, -9.127], [-2.763, -11.443, -7.841], [-5.196, -9.272, -8.041], [-4.392, -9.114, -10.346], [-2.472, -10.519, -11.080], [-1.372, -12.015, -9.325], [-2.313, -12.051, -7.068], [-2.935, -8.369, -5.597], [-3.309, -7.293, -4.897], [-2.555, -6.137, -4.825], [-1.264, -6.150, -5.319], [-0.824, -7.278, -5.993], [-1.701, -8.349, -6.103], [-4.247, -7.303, -4.360], [-2.925, -5.330, -4.208], [-0.592, -5.307, -5.222], [0.178, -7.274, -6.399], [-1.498, -9.187, -6.761], [-4.097, -13.342, -5.734], [-3.273, -14.152, -5.065], [-3.174, -15.528, -5.230], [-3.999, -16.119, -6.171], [-4.880, -15.310, -6.873], [-4.936, -13.962, -6.578], [-2.645, -13.682, -4.318], [-2.405, -16.036, -4.667], [-3.979, -17.171, -6.425], [-5.508, -15.722, -7.650], [-5.536, -13.287, -7.175], [-6.418, -11.487, -3.974], [-7.458, -10.692, -3.718], [-8.716, -11.131, -3.322], [-8.872, -12.481, -3.055], [-7.768, -13.307, -3.131], [-6.589, -12.765, -3.615], [-7.405, -9.661, -4.041], [-9.532, -10.433, -3.201], [-9.870, -12.858, -2.864], [-7.773, -14.375, -2.972], [-5.748, -13.433, -3.739], [1.172, -9.369, -3.845], [1.353, -10.887, -3.634], [0.557, -11.822, -4.549], [-0.837, -11.409, -4.626], [-1.943, -11.118, -4.685], [0.171, -9.124, -3.486], [1.252, -9.070, -4.890], [1.907, -8.857, -3.229], [1.093, -11.056, -2.585], [2.429, -11.071, -3.608], [0.550, -12.807, -4.079], [1.065, -11.842, -5.512], [-9.920, -13.303, -6.388], [-10.081, -11.794, -6.611], [-9.058, -11.152, -7.541], [-7.675, -11.227, -7.097], [-6.566, -11.271, -6.809], [-8.972, -13.470, -5.863], [-9.900, -13.883, -7.311], [-10.658, -13.701, -5.692], [-10.064, -11.329, -5.625], [-11.112, -11.678, -6.951], [-9.280, -10.081, -7.534], [-9.180, -11.552, -8.547], [-7.829, -7.986, -1.312], [-7.013, -9.033, -0.573], [-5.489, -8.851, -0.712], [-4.955, -9.139, -2.034], [-4.534, -9.368, -3.072], [-7.747, -6.981, -0.901], [-8.883, -8.273, -1.312], [-7.537, -8.013, -2.364], [-7.219, -10.037, -0.957], [-7.294, -9.086, 0.480], [-4.978, -9.517, -0.016], [-5.237, -7.817, -0.463]],
  "mulliken_charge": [1.94, 2.20, -0.45, -0.47, -0.49, -0.52, -0.50, -0.41, 2.24, -0.50, -0.48, -0.65, -0.46, -0.51, -0.44, 0.91, -0.09, -0.94, -0.50, -1.03, -0.35, 0.18, 0.50, 0.41, 0.44, 0.22, 0.53, -0.06, -1.24, -0.31, -0.93, -0.10, 0.36, 0.44, 0.40, 0.51, 0.26, 0.51, 0.02, -1.16, -0.43, -0.94, -0.21, 0.28, 0.52, 0.40, 0.47, 0.30, 2.06, -0.04, -0.95, -0.62, -1.29, -0.43, -0.40, 0.62, 0.47, 0.54, 0.00, -0.88, -0.74, -0.65, 0.23, -0.04, 0.17, 0.21, 0.43, 0.31, 0.40, 0.29, 0.32, -1.09, -0.16, -0.68, 0.12, -0.07, 0.08, 0.36, 0.37, 0.02, 0.41, 0.19, 0.50, -0.84, -0.17, -0.89, 0.13, -0.02, 0.40, 0.30, -0.04, 0.02, 0.45, 0.35, 0.41]
}


| no. | electronic energy (eV) |
| --- | --- |
| 1 | -42648.2541 |
| 2 | -53750.5182 |
| 3 | -31393.1446 |
| 4 | -198975.3956 |